1.
88
Properties=species:S:1:pos:R:3:mulliken_charge:R:1 method="wB97M-V/def2-TZVPD" molar_mass_da=991.60 total_energy_ev=-158038.359 orbital_gap_ev="5.922 / 3.102" spin_multiplicity=9 homo_energy_ev="-7.9174 / -9.7442"
Cr -3.81 2.94 -1.54 0.982
S -6.31 5.63 1.02 0.922
S -5.43 3.85 2.10 0.992
S 0.19 0.67 -1.57 1.113
F 2.56 -0.20 -0.39 -0.159
F -4.47 2.63 1.67 -0.327
F 0.64 -0.69 0.79 -0.153
F -6.02 6.52 -0.26 -0.275
F 1.46 1.32 0.65 -0.189
O -5.89 0.18 -1.14 -0.462
O 3.82 -0.63 3.77 -0.490
O 4.10 0.28 -7.60 -0.516
O -1.01 4.40 1.19 -0.502
O -4.62 4.49 3.14 -0.557
O 5.57 -3.54 -2.15 -0.523
O -1.15 1.11 -1.16 -0.347
O -6.65 3.10 2.40 -0.595
O 0.41 5.87 1.54 -0.564
O 7.01 1.34 -0.85 -0.522
O 0.05 -0.50 -2.38 -0.420
O 7.72 -3.72 -2.23 -0.524
O 3.75 0.74 5.52 -0.499
O 3.20 -1.75 -7.85 -0.508
O -6.71 -1.41 -2.34 -0.515
O -3.94 -4.56 -0.43 -0.516
O -3.26 1.17 -4.64 -0.522
O -5.97 6.52 2.08 -0.509
O -0.67 -6.02 3.10 -0.526
O -2.59 0.84 5.30 -0.239
O -7.76 5.42 0.72 -0.582
O -1.76 0.26 7.27 -0.564
O -1.69 0.82 -6.06 -0.506
O 6.74 0.93 -2.89 -0.521
O 1.03 -7.20 3.65 -0.538
O 1.01 1.74 -2.25 -0.403
O -2.68 -2.90 0.05 -0.469
N -6.67 -0.77 -1.30 0.781
N 6.44 1.50 -1.88 0.905
N 4.10 0.38 4.35 0.841
N -2.65 0.42 -5.39 0.862
N 3.40 -0.70 -7.29 0.891
N 0.43 -6.15 3.52 0.928
N -1.74 0.21 6.02 0.707
N -0.29 4.99 1.93 0.935
N -5.23 4.29 0.68 -0.057
N -2.86 -3.98 -0.50 0.844
N 6.63 -3.56 -1.64 0.905
C 4.89 1.43 3.62 -0.715
C -0.19 4.57 3.33 -0.749
C -3.08 -1.01 -5.55 -0.723
C -7.78 -0.89 -0.32 -0.626
C -1.81 -4.50 -1.39 -0.693
C 5.41 2.57 -1.85 -0.716
C 1.31 0.21 -0.02 0.537
C 2.72 -0.59 -6.00 -0.780
C -0.70 -0.43 5.14 -0.759
C 1.25 -4.93 3.71 -0.721
C 6.69 -3.20 -0.18 -0.686
H 5.65 0.96 2.98 0.301
H -0.87 -3.94 -1.40 0.239
H -3.03 -1.41 -4.54 0.291
H -8.60 -0.24 -0.63 0.268
H 7.55 -2.56 0.01 0.298
H 3.17 -1.15 -5.19 0.292
H -1.71 -5.53 -1.05 0.301
H -4.12 -0.93 -5.87 0.303
H 4.55 2.33 -1.23 0.211
H -2.40 -1.55 -6.23 0.289
H 2.65 0.45 -5.67 0.305
H -1.17 -1.03 4.36 0.299
H -0.98 3.84 3.51 0.314
H 6.07 3.42 -1.65 0.319
H -7.34 -0.55 0.61 0.288
H 1.55 -4.88 4.75 0.288
H 0.60 -4.06 3.56 0.285
H -0.37 5.49 3.88 0.304
H 5.76 -2.64 -0.02 0.245
H -0.35 0.41 4.54 0.231
H 6.92 -4.13 0.35 0.286
H -8.04 -1.95 -0.25 0.281
H 5.08 2.82 -2.86 0.324
H -2.34 -4.39 -2.34 0.297
H 0.19 -0.93 5.54 0.330
H 1.71 -0.79 -6.37 0.317
H 5.41 2.02 4.37 0.319
H 2.14 -5.00 3.08 0.286
H 4.33 2.10 2.97 0.249
H 0.83 4.28 3.56 0.263

***

2.
19
Properties=species:S:1:pos:R:3:mulliken_charge:R:1 method="wB97M-V/def2-TZVPD" molar_mass_da=135.96 total_energy_ev=-12171.775 orbital_gap_ev=8.461 spin_multiplicity=1 homo_energy_ev=-8.0342
O -0.72 0.19 1.16 -0.546
O 2.17 0.93 -1.16 -0.455
C 0.43 -2.06 0.40 -0.391
C -1.37 0.01 -0.19 -0.220
C 1.18 0.30 -0.46 0.784
C -0.89 -2.31 0.13 -0.683
C 1.31 -1.04 -0.10 -0.560
C -0.49 2.61 0.01 -0.879
C -1.53 -1.27 -0.51 -0.356
B -0.17 1.02 -0.08 0.502
H -2.07 -1.32 -1.37 0.465
H 3.08 0.45 -0.95 0.357
H -1.38 -3.20 0.30 0.523
H 0.24 3.42 0.12 0.309
H 2.43 -1.29 0.24 0.066
H -1.19 0.86 1.72 0.392
H -0.82 2.80 -1.00 0.276
H -1.24 2.80 0.83 0.200
H 1.00 -2.91 0.91 0.216

***

3.
145
Properties=species:S:1:pos:R:3:mulliken_charge:R:1 method="wB97M-V/def2-TZVPD" molar_mass_da=1113.96 total_energy_ev=-107657.733 orbital_gap_ev=5.830 charge=-1 spin_multiplicity=1 homo_energy_ev=-4.6545
Nb 1.22 -2.76 -0.43 -1.393
S 1.66 -5.78 -2.78 -0.529
P 1.69 -5.30 -0.86 0.183
F -3.65 0.79 -1.34 -0.165
F -3.66 1.02 0.84 -0.279
F -5.38 -0.03 -0.17 -0.286
O -2.11 -1.36 -0.69 0.216
O 6.46 0.00 -0.34 -0.366
O -1.13 -2.69 1.98 0.022
O 4.03 -2.29 -1.81 -0.491
N -4.47 -3.78 2.85 0.098
N -4.28 -7.61 6.28 0.008
N 5.96 2.84 -5.56 0.012
N -1.14 11.27 0.47 0.064
N -1.42 5.36 -4.64 0.067
N 3.42 1.64 5.33 0.045
N -5.74 2.91 -0.99 0.193
N -1.16 7.51 0.82 0.110
N 3.65 -9.04 -2.57 0.099
N 0.55 -4.49 2.33 -0.700
C 3.43 0.27 5.31 -0.673
C 0.85 -0.54 -0.05 1.033
C -1.14 12.64 0.44 -0.526
C 4.39 -1.17 -1.02 0.727
C 2.61 -2.24 -2.21 -0.513
C -2.20 5.73 1.65 -1.269
C -3.07 -9.31 7.01 -0.428
C -1.84 4.76 -3.48 -0.567
C 4.39 1.04 3.43 -0.100
C 5.78 2.79 -4.21 -0.590
C 7.33 -1.03 0.13 -0.128
C -6.92 4.71 -1.51 -0.491
C -4.87 -4.88 3.56 -0.446
C 0.88 0.08 1.28 -0.296
C -2.42 3.47 -5.23 -1.173
C -6.52 -4.27 2.16 -1.036
C 3.93 -9.61 -3.78 -0.501
C -0.55 -2.98 -1.82 -0.908
C 4.49 3.13 -3.94 -0.396
C -4.02 0.16 -0.19 1.062
C 0.53 0.32 -1.22 0.114
C -3.29 -1.22 0.05 -0.889
C -6.96 2.46 -1.42 -0.142
C 3.72 -9.99 -1.59 -0.381
C -6.14 -5.21 3.15 -0.175
C 4.01 2.11 4.19 -0.860
C -2.36 13.05 -0.03 -0.359
C 4.02 -0.13 4.14 -0.364
C -5.48 -3.40 2.00 -0.209
C 0.24 2.31 0.25 -0.257
C 4.19 -10.94 -3.58 -0.392
C 8.69 -0.39 0.67 -1.028
C -3.24 -7.07 6.99 -0.383
C -1.95 -2.72 -1.17 -0.579
C 5.70 -0.44 -1.49 -0.481
C -2.46 3.58 -3.81 0.485
C 3.85 3.40 -5.18 -0.428
C -2.35 10.80 0.03 -0.278
C -7.71 3.56 -1.75 -0.805
C -3.12 11.88 -0.30 -0.588
C 4.06 -11.19 -2.19 -0.468
C -1.52 6.73 -0.25 -0.753
C -2.16 5.62 0.23 -0.062
C -4.18 -8.97 6.28 -0.447
C 0.22 1.74 -1.10 -0.776
C 4.79 3.21 -6.16 -0.556
C -5.71 4.28 -1.04 -0.547
C -1.58 6.90 1.98 -0.418
C 0.58 1.50 1.41 -0.711
C -1.78 4.59 -5.71 -0.395
C -2.47 -8.11 7.46 -0.451
B 0.05 -3.35 1.48 0.016
H -0.67 8.38 0.77 0.220
H 0.48 -0.10 -2.26 0.123
H 9.54 -0.83 0.08 0.286
H -5.36 -2.54 1.36 0.436
H 0.73 -4.05 3.25 0.202
H -0.95 -2.36 2.88 0.179
H -1.39 7.36 2.94 0.413
H 4.20 -12.13 -1.68 0.370
H 4.10 3.17 4.02 0.373
H -0.28 13.20 0.76 0.368
H -4.97 2.32 -0.69 0.219
H -3.14 -6.01 7.10 0.365
H 2.73 -2.74 0.60 0.047
H -2.67 14.07 -0.18 0.383
H 2.50 -2.98 -3.04 0.372
H 8.85 -0.63 1.75 0.271
H -1.29 7.04 -1.25 0.442
H -1.58 -8.01 8.06 0.392
H -7.46 -4.23 1.63 0.408
H 2.90 -5.68 -0.21 0.025
H -1.55 4.89 -6.72 0.398
H 4.04 3.19 -2.96 0.481
H 1.48 -4.77 2.01 0.200
H -0.93 6.24 -4.69 0.176
H -0.62 -3.97 -2.34 0.508
H 6.88 -1.56 1.01 0.228
H 4.18 -1.15 3.83 0.454
H 0.57 1.99 2.41 0.336
H -0.37 10.70 0.78 0.159
H 3.04 2.20 6.07 0.178
H -0.02 3.39 0.34 0.325
H 7.63 -1.76 -0.68 0.302
H 1.11 -0.58 2.14 0.383
H -1.65 5.22 -2.52 -0.239
H -4.22 -5.34 4.28 0.345
H 4.88 1.09 2.47 0.547
H -8.73 3.54 -2.12 0.395
H -2.99 -1.21 1.14 0.124
H -2.72 -2.83 -2.00 0.400
H -2.89 2.88 -3.12 0.854
H -5.00 -7.08 5.82 0.225
H 3.01 -0.30 6.12 0.392
H 2.41 -1.21 -2.62 0.456
H -7.21 5.74 -1.66 0.408
H -6.73 -6.04 3.52 0.386
H 6.82 2.63 -6.05 0.182
H 4.72 3.31 -7.24 0.363
H 4.45 -11.66 -4.34 0.374
H -4.83 4.82 -0.73 0.418
H 6.60 2.51 -3.55 0.447
H -0.42 -2.22 -2.64 0.201
H -2.55 9.74 -0.02 0.370
H -4.13 11.84 -0.68 0.389
H -2.25 -3.48 -0.40 0.303
H 4.59 -1.54 0.03 -0.151
H 0.58 -6.00 -0.26 0.015
H 8.69 0.73 0.55 0.266
H 3.43 -8.07 -2.42 0.172
H 6.31 -1.03 -2.22 0.322
H 3.59 -0.39 -0.92 -0.139
H -4.00 -2.07 -0.10 0.427
H 5.43 0.52 -2.03 -0.055
H -2.56 4.82 -0.37 0.851
H -0.04 2.34 -2.01 0.469
H -4.91 -9.58 5.77 0.355
H 2.83 3.70 -5.33 0.487
H -2.63 5.02 2.34 0.443
H -3.58 -3.32 2.94 0.186
H 3.53 -9.74 -0.56 0.346
H -2.83 2.67 -5.83 0.401
H -2.73 -10.32 7.20 0.378
H -7.18 1.41 -1.45 0.397
H 3.92 -9.02 -4.68 0.345

***

| no. | strongest force on any atom (eV/Å) |
| --- | --- |
| 1 | 9.86 |
| 2 | 3.58 |
| 3 | 5.72 |